# 1
{
  "formula": "C9H14N2O",
  "method": "ωB97M-V with the def2-TZVPD basis set",
  "de_lowest_kj_mol": 461.9,
  "smiles": "C#CC/C=C/C.C=CN/C=N\\O",
  "orbital_gap_ev": 9.20,
  "total_charge": 0,
  "lumo_energy_ha": 0.0356,
  "homo_ev": -8.23,
  "species": ["H", "C", "C", "H", "H", "H", "H", "H", "H", "H", "C", "O", "C", "H", "C", "C", "N", "C", "H", "C", "N", "H", "H", "C", "H", "H"],
  "xyz": [[2.8072, 0.9633, 1.2471], [-3.4937, -0.4156, 0.2827], [-5.8660, 0.0035, -0.4564], [-2.0553, -1.4060, -0.9414], [-6.1964, 0.9245, -0.9756], [-6.5533, -0.7695, -0.8537], [-6.0424, 0.1459, 0.6147], [-2.2853, -2.1036, 0.6930], [-4.1552, -0.7556, -1.6444], [1.3507, 2.4218, -0.0139], [-2.1888, -1.1492, 0.1364], [6.0341, -1.0246, -0.9535], [-1.0452, -0.3949, 0.6816], [6.7311, -1.6856, -1.0956], [-4.4518, -0.3721, -0.6641], [-0.3110, 0.3703, 1.2803], [4.2058, 0.5007, -0.1833], [3.0598, 1.1986, 0.2236], [-3.7470, -0.0444, 1.2723], [2.2832, 2.0388, -0.4549], [5.5834, -1.3387, 0.3347], [4.6933, 0.6030, -1.0588], [0.3474, 1.0678, 1.7575], [4.6469, -0.5323, 0.6343], [4.1830, -0.6293, 1.6029], [2.4658, 2.3831, -1.4655]],
  "forces_ev_per_a": [[-0.1, -0.1, 0.1], [-1.4, 0.0, -0.4], [-0.9, 0.5, -0.1], [0.1, 0.1, 0.8], [0.4, -0.3, 0.2], [0.4, 0.2, 0.4], [-0.2, 0.0, -0.2], [0.2, 0.4, -0.3], [-0.2, 0.1, 0.1], [0.7, -0.2, 0.0], [0.2, -0.3, -0.6], [0.8, -0.5, -0.4], [0.5, 1.3, 1.0], [-0.3, 0.4, 0.0], [1.7, -0.6, 0.2], [-0.8, -1.0, -0.9], [-0.3, -0.4, 1.1], [0.1, 0.0, -0.5], [0.2, 0.0, 0.1], [-0.4, 0.3, 0.0], [-0.3, 0.0, 0.3], [-0.3, 0.2, -0.1], [-0.2, -0.3, -0.1], [0.1, 0.7, -0.6], [-0.1, -0.1, 0.1], [0.2, -0.3, 0.0]]
}


# 2
{
  "formula": "C9H14N2O2",
  "method": "ωB97M-V with the def2-TZVPD basis set",
  "de_lowest_kj_mol": 447.1,
  "smiles": "O=c1cc[nH]c(=O)[nH]1.C1CCCC1",
  "orbital_gap_ev": 9.70,
  "total_charge": 0,
  "lumo_energy_ha": 0.0123,
  "homo_ev": -9.36,
  "species": ["H", "H", "C", "N", "H", "H", "C", "H", "H", "C", "H", "C", "C", "C", "N", "H", "H", "H", "H", "C", "O", "H", "H", "O", "C", "C", "H"],
  "xyz": [[2.1482, -0.9271, 2.6441], [2.6501, 0.7691, 0.9077], [-2.4250, 2.2211, 0.3649], [1.7267, -0.1177, -0.8510], [-1.8399, 2.6035, -1.7621], [-1.2488, 3.6589, -0.5698], [0.7871, -1.9062, 1.1048], [0.7570, 2.0463, -0.6396], [-2.3463, 0.3540, -0.5185], [-0.6115, 0.6704, 0.5365], [-3.4770, 2.5530, 0.1192], [0.6057, -0.7749, -1.2749], [-2.1439, 0.6765, 0.5091], [2.0983, -0.1043, 0.5017], [0.4543, -1.8129, -0.3617], [-0.0095, 1.0178, 1.3893], [-2.1812, 2.7214, 1.2798], [-0.2530, -2.5638, -0.6252], [0.0121, -0.2087, 0.2698], [-1.4088, 2.6750, -0.7491], [0.2645, -2.6862, 1.8689], [-2.7218, 0.2090, 1.2764], [1.9274, 0.5822, -1.5094], [-0.1802, -0.4381, -2.2655], [-0.2674, 1.5929, -0.6571], [1.8121, -0.9350, 1.4932], [-0.0380, 1.0001, -1.5749]],
  "forces_ev_per_a": [[-0.8, 0.4, -3.2], [0.1, -0.3, -1.4], [-0.5, -0.4, -1.2], [0.0, -0.5, 0.3], [-0.2, 0.0, 0.4], [1.5, 3.0, 0.4], [0.5, -0.6, -0.2], [-0.8, 0.5, 1.1], [-0.5, -0.8, 0.4], [1.9, 0.6, -0.8], [0.9, -0.8, 0.2], [-2.0, -1.4, -2.0], [0.8, 2.0, -1.2], [2.4, 2.4, 0.4], [-2.2, -4.3, 0.0], [-1.3, 0.4, 0.5], [0.3, 0.3, 0.7], [1.1, 1.6, 0.5], [-3.1, 1.5, 1.5], [-1.3, -4.1, -0.4], [0.0, 0.4, -1.5], [-0.1, -0.6, 0.4], [1.0, 1.6, -0.1], [4.2, -3.6, 3.5], [1.0, 2.7, -0.3], [-0.8, -1.7, 1.3], [-2.0, 1.9, 0.9]]
}


# 3
{
  "formula": "C9H14N2O2",
  "method": "ωB97M-V with the def2-TZVPD basis set",
  "de_lowest_kj_mol": 362.7,
  "smiles": "O=C1NCCCC12CCCNC2=O",
  "orbital_gap_ev": 9.95,
  "total_charge": 0,
  "lumo_energy_ha": 0.0302,
  "homo_ev": -9.13,
  "species": ["H", "N", "H", "C", "H", "N", "C", "C", "C", "H", "C", "O", "H", "H", "H", "H", "H", "H", "C", "H", "C", "C", "H", "H", "C", "H", "O"],
  "xyz": [[-2.5514, 0.1250, -0.0698], [1.6541, -1.5885, 0.6195], [-2.1260, 1.2819, -2.0274], [-1.4776, 0.4778, -2.1291], [2.2441, -1.4035, 2.4829], [0.4769, 1.8176, -1.3675], [0.3649, -0.3807, 2.6544], [-1.5901, -0.2941, -0.7197], [-0.8076, -0.1908, 1.6901], [2.3437, -0.0258, 1.5356], [1.6799, -0.8220, 1.7909], [0.5158, -1.8399, -1.4130], [-1.5884, -1.0356, 1.9360], [-0.0277, -1.1627, 3.2060], [0.3339, 0.6335, 3.2207], [1.2812, 2.4426, -1.3623], [0.4262, 0.3175, -2.8689], [-1.7604, -0.1614, -2.9964], [-0.1838, 1.2511, -2.5936], [-1.8726, -1.3125, -0.7810], [0.5184, 1.2269, -0.1278], [0.6822, -1.2020, -0.2957], [-1.2436, 0.9359, 1.5725], [2.1085, -2.4816, 0.4311], [-0.3067, -0.0684, 0.1582], [-0.4454, 1.9806, -3.3964], [1.3517, 1.4789, 0.8508]],
  "forces_ev_per_a": [[2.4, -0.4, -1.8], [-3.8, 0.1, -3.1], [-2.0, 1.2, -0.1], [0.2, -0.7, 0.1], [0.6, -0.6, 0.8], [0.4, 0.1, 1.5], [0.0, 2.6, -2.7], [-0.8, 3.4, 0.7], [-0.5, 2.1, -2.3], [-0.1, 0.9, 0.7], [1.4, 0.4, 3.9], [0.7, 2.5, 3.8], [1.1, 2.0, -1.4], [0.3, -1.6, 1.9], [1.3, -2.1, -0.6], [-0.3, 0.1, -0.9], [-0.1, 2.0, -0.6], [0.0, 0.4, 0.8], [0.8, -3.6, 1.9], [0.4, -1.1, -0.5], [1.6, -1.1, 3.1], [0.0, -3.2, -2.6], [0.3, -2.7, 1.7], [-0.2, 0.5, 0.4], [-1.1, -1.9, -1.0], [0.6, -0.6, 0.9], [-3.3, 1.3, -4.8]]
}


# 4
{
  "formula": "C9H14N2O4",
  "method": "ωB97M-V with the def2-TZVPD basis set",
  "de_lowest_kj_mol": 294.9,
  "smiles": "CC(C)[C@](N)(C(=O)O)n1c(O)ccc1O",
  "orbital_gap_ev": 8.38,
  "total_charge": 0,
  "lumo_energy_ha": 0.0175,
  "homo_ev": -7.90,
  "species": ["C", "H", "C", "N", "H", "H", "H", "H", "C", "H", "C", "C", "H", "H", "O", "H", "C", "H", "H", "C", "H", "H", "N", "C", "O", "O", "C", "O", "H"],
  "xyz": [[0.6703, 0.3720, -0.1569], [-1.7758, -1.9210, 3.1253], [-1.6319, 1.1713, -0.4828], [0.0875, -0.6685, 0.8028], [-2.5870, 1.0337, -1.0941], [-1.5827, 2.2455, -0.2715], [-1.6692, 0.4732, 0.3337], [-0.9076, 2.2236, -2.7182], [1.8818, -0.3291, -0.7766], [0.8216, 1.3344, -3.0262], [-0.3170, 0.7804, -1.2054], [0.1374, 1.8714, -2.2140], [0.6444, 2.3773, 0.4667], [-0.1799, 1.2637, 2.3464], [-0.1651, 0.4584, 2.8564], [1.9267, -1.2552, 0.8505], [-0.4097, -0.5674, 2.0651], [-0.4947, -0.1147, -1.8041], [1.8877, 1.4929, 1.2289], [-0.9841, -2.6141, 1.1635], [0.6518, -2.9076, -1.2260], [-1.2605, -3.5864, 1.1358], [1.0792, 1.5086, 0.6028], [-0.2920, -1.8926, 0.2616], [0.1447, -2.1036, -0.9955], [2.4832, -1.2071, 0.0529], [-1.0608, -1.7274, 2.3514], [2.2650, -0.3522, -1.9050], [0.6368, 2.6404, -1.7675]],
  "forces_ev_per_a": [[0.8, 0.3, 1.5], [0.4, 0.1, 0.7], [-0.5, 0.0, -1.7], [0.9, 0.3, -2.5], [1.5, 0.1, 0.5], [-0.2, -0.3, 0.7], [-0.8, 0.5, 0.8], [2.8, -0.5, 1.0], [0.7, -2.2, -0.3], [-1.5, 1.5, 1.7], [-1.6, 0.2, -1.3], [-2.5, -3.5, -3.3], [-0.4, 0.9, -0.4], [0.2, 0.5, -0.4], [-0.1, 0.8, 1.4], [0.4, -0.2, 0.1], [-0.8, -1.6, 0.1], [-0.1, 0.1, 0.1], [-0.6, -0.1, -0.7], [1.0, 3.9, 1.5], [-0.5, 0.5, 0.9], [-1.0, -2.7, -0.3], [1.1, -0.6, 0.9], [0.3, -0.6, 0.2], [-0.2, -0.6, -1.4], [0.3, 0.5, 1.1], [-0.6, -1.0, -1.2], [-0.2, 1.5, -0.7], [1.2, 2.3, 1.0]]
}